{"formula": "C5H12N2", "method": "ωB97M-V/def2-TZVPD", "smiles": "C=[NH+]C(=C)CC[NH3+]", "fmax_ev_per_a": 3.10, "orbital_gap_ev": 8.21, "relative_energy_kj_mol": 282.1, "charge": 2, "symbols": ["C", "N", "C", "C", "C", "C", "N", "H", "H", "H", "H", "H", "H", "H", "H", "H", "H", "H", "H"], "positions_angstrom": [[2.500, -1.654, -0.130], [1.210, -1.806, -0.251], [0.051, -0.973, -0.003], [-1.165, -1.583, -0.172], [0.320, 0.396, 0.599], [-0.372, 1.426, -0.406], [-1.557, 2.167, 0.265], [2.677, -0.874, 0.592], [3.349, -1.969, -0.745], [0.884, -2.774, -0.358], [-1.913, -1.034, -0.780], [-1.423, -2.628, 0.039], [1.395, 0.487, 0.720], [-0.135, 0.673, 1.565], [-0.812, 0.981, -1.357], [0.359, 2.155, -0.764], [-2.168, 1.562, 0.808], [-2.074, 2.588, -0.496], [-1.126, 2.860, 0.872]], "forces_ev_per_angstrom": [[-1.208, 2.405, 0.710], [0.149, -2.878, 1.150], [-0.307, -1.026, 1.960], [0.615, 0.974, -1.036], [-1.546, 0.893, -2.351], [0.043, -0.589, -0.748], [1.899, -0.583, -0.586], [0.942, 0.681, -0.318], [-0.635, -1.301, 0.351], [0.248, 0.255, -1.574], [-0.214, 0.096, 1.600], [0.690, 0.078, -0.834], [-0.050, 0.773, -0.285], [0.217, -1.210, -0.047], [0.638, 0.176, 1.436], [-0.381, 0.284, 0.296], [-0.109, -0.128, 0.032], [-0.478, 0.605, 0.041], [-0.513, 0.495, 0.201]]}

***

{"formula": "C9H21NP", "method": "ωB97M-V/def2-TZVPD", "fmax_ev_per_a": 0.51, "orbital_gap_ev": 6.06, "charge": -1, "symbols": ["C", "C", "C", "P", "C", "C", "H", "H", "H", "H", "H", "H", "H", "H", "H", "H", "H", "H", "H", "H", "C", "C", "C", "C", "N", "H", "H", "H", "H", "H", "H", "H"], "positions_angstrom": [[-0.398, -1.254, -2.438], [0.034, -0.098, -1.924], [0.331, 0.181, -0.490], [0.695, 2.039, -0.039], [1.970, 2.273, -1.491], [3.151, 3.133, -1.022], [-0.511, -2.136, -1.815], [-0.642, -1.338, -3.490], [0.188, 0.719, -2.627], [-0.552, -0.099, 0.096], [1.162, -0.431, -0.122], [-0.471, 2.425, -0.894], [-0.161, 1.906, 1.133], [1.864, 1.643, 0.816], [0.915, 3.468, 0.304], [2.364, 1.314, -1.834], [1.457, 2.786, -2.308], [3.186, 4.099, -1.527], [4.111, 2.644, -1.201], [3.070, 3.317, 0.056], [-0.577, -2.858, 1.802], [-2.095, -2.979, 1.859], [-2.799, -1.731, 1.315], [-2.442, -0.538, 2.077], [-2.060, 0.401, 2.617], [-0.224, -2.029, 2.417], [-0.104, -3.772, 2.166], [-0.235, -2.681, 0.782], [-2.416, -3.153, 2.889], [-2.421, -3.841, 1.273], [-3.883, -1.848, 1.345], [-2.508, -1.559, 0.276]], "forces_ev_per_angstrom": [[0.112, 0.373, 0.135], [-0.008, -0.408, -0.308], [-0.099, 0.020, 0.113], [0.139, 0.005, 0.147], [0.264, 0.338, 0.237], [-0.055, -0.099, -0.055], [-0.134, -0.045, -0.014], [0.074, -0.123, -0.044], [-0.133, 0.133, 0.080], [0.040, 0.058, 0.112], [0.114, -0.015, -0.069], [0.012, -0.083, -0.052], [-0.126, 0.054, -0.102], [0.005, 0.022, -0.064], [0.068, -0.059, -0.007], [-0.218, -0.121, -0.119], [-0.090, -0.192, -0.170], [-0.003, 0.080, 0.039], [0.066, 0.012, 0.016], [0.028, 0.042, 0.044], [-0.011, -0.091, 0.017], [0.129, -0.013, 0.010], [-0.105, -0.134, -0.002], [0.296, 0.231, -0.161], [-0.289, -0.100, 0.293], [0.000, 0.044, -0.040], [-0.004, -0.013, 0.005], [0.002, 0.042, 0.016], [-0.034, 0.000, 0.008], [-0.046, 0.027, -0.022], [-0.008, -0.029, -0.033], [0.012, 0.044, -0.012]]}

***

Please write out number 2 again, unchanged.
{"formula": "C9H21NP", "method": "ωB97M-V/def2-TZVPD", "fmax_ev_per_a": 0.51, "orbital_gap_ev": 6.06, "charge": -1, "symbols": ["C", "C", "C", "P", "C", "C", "H", "H", "H", "H", "H", "H", "H", "H", "H", "H", "H", "H", "H", "H", "C", "C", "C", "C", "N", "H", "H", "H", "H", "H", "H", "H"], "positions_angstrom": [[-0.398, -1.254, -2.438], [0.034, -0.098, -1.924], [0.331, 0.181, -0.490], [0.695, 2.039, -0.039], [1.970, 2.273, -1.491], [3.151, 3.133, -1.022], [-0.511, -2.136, -1.815], [-0.642, -1.338, -3.490], [0.188, 0.719, -2.627], [-0.552, -0.099, 0.096], [1.162, -0.431, -0.122], [-0.471, 2.425, -0.894], [-0.161, 1.906, 1.133], [1.864, 1.643, 0.816], [0.915, 3.468, 0.304], [2.364, 1.314, -1.834], [1.457, 2.786, -2.308], [3.186, 4.099, -1.527], [4.111, 2.644, -1.201], [3.070, 3.317, 0.056], [-0.577, -2.858, 1.802], [-2.095, -2.979, 1.859], [-2.799, -1.731, 1.315], [-2.442, -0.538, 2.077], [-2.060, 0.401, 2.617], [-0.224, -2.029, 2.417], [-0.104, -3.772, 2.166], [-0.235, -2.681, 0.782], [-2.416, -3.153, 2.889], [-2.421, -3.841, 1.273], [-3.883, -1.848, 1.345], [-2.508, -1.559, 0.276]], "forces_ev_per_angstrom": [[0.112, 0.373, 0.135], [-0.008, -0.408, -0.308], [-0.099, 0.020, 0.113], [0.139, 0.005, 0.147], [0.264, 0.338, 0.237], [-0.055, -0.099, -0.055], [-0.134, -0.045, -0.014], [0.074, -0.123, -0.044], [-0.133, 0.133, 0.080], [0.040, 0.058, 0.112], [0.114, -0.015, -0.069], [0.012, -0.083, -0.052], [-0.126, 0.054, -0.102], [0.005, 0.022, -0.064], [0.068, -0.059, -0.007], [-0.218, -0.121, -0.119], [-0.090, -0.192, -0.170], [-0.003, 0.080, 0.039], [0.066, 0.012, 0.016], [0.028, 0.042, 0.044], [-0.011, -0.091, 0.017], [0.129, -0.013, 0.010], [-0.105, -0.134, -0.002], [0.296, 0.231, -0.161], [-0.289, -0.100, 0.293], [0.000, 0.044, -0.040], [-0.004, -0.013, 0.005], [0.002, 0.042, 0.016], [-0.034, 0.000, 0.008], [-0.046, 0.027, -0.022], [-0.008, -0.029, -0.033], [0.012, 0.044, -0.012]]}